1.
Below is a molecular structure, C5H8N2O at a distorted geometry, with properties calculated with ωB97M-V with the def2-TZVPD basis set.

- HOMO-LUMO gap (eV) = 9.69
- ΔE to the lowest compared entry with this formula, charge and spin (kcal/mol) = 45.2
- LUMO level (Eh) = 0.022

XYZ file:
```
16
C5H8N2O | the OMol25 dataset | ωB97M-V with the def2-TZVPD basis set
C 0.4323 0.5277 -0.0148
C -0.6865 0.4014 1.0154
C -1.2646 -0.4864 -0.0637
C -0.6808 0.4635 -1.0491
C 0.9301 -0.8387 -0.1077
H 1.1477 2.3888 -0.1032
H -1.1996 1.4071 1.1011
H -0.3988 -0.0368 1.9955
H -2.2758 -0.9298 -0.0835
H -0.4236 0.0949 -2.0461
H -1.1242 1.4282 -1.0654
H -0.4373 -2.3482 0.5644
H 2.7535 -0.5923 0.0369
N -0.2816 -1.6128 -0.1361
N 2.0803 -1.3328 -0.0370
O 1.4288 1.4663 -0.0067
```


2.
Below is a molecular structure, C4H9NO at a distorted geometry, with properties calculated with ωB97M-V with the def2-TZVPD basis set.

- HOMO-LUMO gap (eV) = 9.09
- ΔE to the lowest compared entry with this formula, charge and spin (kcal/mol) = 113.2
- LUMO level (Eh) = 0.026

XYZ file:
```
15
C4H9NO | the OMol25 dataset | ωB97M-V with the def2-TZVPD basis set
C 1.6541 -0.9799 0.8792
N 0.9638 -0.5163 -0.3288
C 0.5737 0.9902 -0.3268
O 1.0325 1.7366 0.5062
H 1.4354 -0.8012 -1.1835
H 0.2966 1.2612 -1.3550
H 2.6042 -0.4657 1.0203
H 1.0130 -0.7766 1.7362
H 1.8030 -2.0573 0.8105
C -1.4234 0.3127 0.1751
C -2.3758 0.4544 -0.7465
H -2.1349 0.5018 -1.8074
H -3.4358 0.5124 -0.5107
H -1.6925 0.3733 1.2291
H -0.3139 -0.5456 -0.0978
```


3.
Below is 7 unconnected molecules or ions with the total composition C42H28O22 at a distorted geometry, with properties calculated with ωB97M-V with the def2-TZVPD basis set.

- HOMO-LUMO gap (eV) = 7.41
- LUMO level (Eh) = -0.072

XYZ file:
```
92
C42H28O22 | the OMol25 dataset | ωB97M-V with the def2-TZVPD basis set
C 1.3243 -4.1789 1.9788
C 1.8491 -5.3469 1.8618
C 3.3041 -5.5072 1.9926
O 3.8106 -6.6580 1.8543
C 4.1738 -4.3242 2.2840
C 3.5843 -3.0699 2.3812
C 2.1311 -2.8749 2.1123
O 1.6099 -1.7363 2.1294
O 4.2630 -1.9852 2.7602
O 1.1460 -6.4973 1.7954
H 0.2413 -4.1634 2.1181
H 5.2148 -4.5869 2.4336
H 3.5695 -1.2915 2.7995
H 1.6905 -7.2575 1.7387
C -2.8725 0.9508 -4.9309
C -2.8475 2.1727 -5.5032
C -1.5573 2.9318 -5.3721
O -1.3972 4.0020 -5.9214
C -0.4657 2.3048 -4.6106
C -0.5550 1.1742 -3.9473
C -1.8519 0.3896 -4.1004
O -2.0403 -0.6701 -3.5041
O 0.3612 0.6543 -3.1625
O -3.7659 2.7559 -6.2024
H -3.8251 0.4356 -5.0306
H 0.5041 2.8193 -4.6863
H 0.0309 -0.2290 -2.9289
H -3.4506 3.5971 -6.5770
C -1.2874 0.3087 -0.1726
C -1.6438 1.3495 0.5944
C -0.5954 2.3677 0.9041
O -0.8683 3.3832 1.5075
C 0.7850 1.9766 0.5689
C 1.1921 0.7544 0.1873
C 0.1735 -0.1896 -0.2621
O 0.4103 -1.3495 -0.6377
O 2.4167 0.3181 0.0672
O -2.8703 1.5797 0.9387
H -2.0504 -0.3934 -0.4927
H 1.6000 2.6724 0.8668
H 2.4155 -0.6603 -0.1264
H -2.9309 2.3703 1.4937
C -0.5663 2.1922 4.2112
C 0.2072 1.1395 3.8797
C 1.6246 1.2118 4.4304
O 2.3003 0.2727 4.2737
C 2.1441 2.4316 5.0045
C 1.3789 3.4896 5.2937
C -0.1155 3.4049 4.9498
O -0.8528 4.3481 5.1196
O 1.7174 4.5166 6.0164
O -0.1462 0.0653 3.2233
H -1.6025 2.1609 3.9244
H 3.2020 2.5226 5.2578
H 0.9791 5.1199 6.1763
H 0.6851 -0.5278 3.1868
C -1.2805 -3.5313 -2.6106
C -2.5651 -3.5747 -2.3451
C -3.0656 -4.4268 -1.2318
O -4.2491 -4.4638 -1.0201
C -2.0261 -5.2120 -0.4334
C -0.7475 -5.1948 -0.7872
C -0.2476 -4.2448 -1.8704
O 0.9442 -3.9984 -2.0226
H -0.9933 -2.9153 -3.4295
H -3.2805 -2.9043 -2.8438
H -2.3095 -5.6830 0.4917
H -0.0155 -5.8478 -0.3196
C -4.5656 6.8459 1.1004
C -5.2660 5.8408 1.4780
C -4.6903 4.8081 2.4545
O -5.3035 3.8450 2.8491
C -3.2779 5.0228 2.9062
C -2.6006 6.0643 2.5611
C -3.2116 7.0863 1.6368
O -2.6036 8.0738 1.3355
H -4.7986 7.4044 0.1947
H -6.1035 5.4897 0.8907
H -2.8159 4.1597 3.4250
H -1.5942 6.2894 2.9286
C 3.2111 -1.4843 -4.1495
C 3.0518 -1.2610 -2.8456
C 3.4981 -2.3000 -1.8474
O 3.0379 -2.2112 -0.7124
C 4.3281 -3.3957 -2.3855
C 4.5049 -3.6195 -3.6962
C 3.9642 -2.7087 -4.7436
O 4.0094 -2.7028 -5.9238
H 2.8002 -0.9374 -4.9547
H 2.4708 -0.4021 -2.4707
H 4.8546 -4.0510 -1.6344
H 5.0547 -4.5064 -4.1212
```


4.
Below is a molecular structure, C46H34CsF3N12O, with properties calculated with ωB97M-V with the def2-TZVPD basis set.

- HOMO-LUMO gap (eV) = 5.61
- ΔE to the lowest compared entry with this formula, charge and spin (kcal/mol) = 0.0
- LUMO level (Eh) = -0.004

XYZ file:
```
97
C46H34CsF3N12O | the OMol25 dataset | ωB97M-V with the def2-TZVPD basis set
Cs -0.4161 1.7163 1.7553
N -3.4351 1.7192 -2.5636
C -2.9338 1.6437 -1.3086
N -2.5520 2.6418 -0.5987
C -2.6085 3.9286 -1.1453
N -2.2502 4.9714 -0.4944
N -1.7175 4.7635 0.7482
C -2.1089 5.5651 1.6474
C -1.6416 5.4855 3.0455
C -2.0752 6.4551 3.9421
C -1.6835 6.3683 5.2686
C -0.8791 5.3117 5.6539
C -0.4934 4.3889 4.6878
N -0.8562 4.4682 3.4128
C -3.1082 4.0841 -2.5238
C -3.1836 5.3212 -3.1624
C -3.6731 5.4189 -4.4495
C -4.1006 4.2737 -5.1201
C -4.0327 3.0394 -4.5069
C -3.5337 2.9472 -3.2098
H -3.7378 0.8821 -3.0318
H -2.8535 0.6397 -0.9087
H -2.8376 6.3464 1.4167
H -2.7140 7.2590 3.5997
H -2.0104 7.1089 5.9869
H -0.5607 5.1876 6.6794
H 0.1201 3.5360 4.9555
H -2.8536 6.1944 -2.6170
H -3.7300 6.3828 -4.9366
H -4.4904 4.3481 -6.1267
H -4.3641 2.1456 -5.0221
C -6.2102 0.0226 3.0820
C -5.4171 0.4114 2.0843
C -3.9205 0.1967 2.1467
C -3.4220 0.0105 3.5707
C -4.3528 -0.5250 4.5425
C -5.6746 -0.5499 4.3111
N -2.1808 0.3171 3.8269
N -1.7607 0.0650 5.0679
C -0.4754 0.3919 5.3366
C -0.0152 0.0876 6.6492
C 1.2637 0.3969 7.0169
C 2.1255 1.0120 6.0935
C 1.6122 1.2656 4.8427
N 0.3656 0.9778 4.4495
H -7.2816 0.1627 2.9961
H -5.8188 0.8667 1.1879
H -3.4097 1.0359 1.6654
H -3.9333 -0.8593 5.4803
H -6.3590 -0.9360 5.0549
H -0.7099 -0.3866 7.3285
H 1.6124 0.1667 8.0170
H 3.1436 1.2740 6.3438
H 2.2433 1.7383 4.0898
C 6.5326 -8.2760 -7.2056
O 6.8095 -8.0021 -5.8448
C 6.0976 -7.0182 -5.2436
C 5.1249 -6.2549 -5.8773
C 4.4521 -5.2736 -5.1592
C 4.7362 -5.0361 -3.8226
C 5.7159 -5.8144 -3.1984
C 6.3876 -6.7905 -3.8966
C 4.0318 -4.0163 -3.0419
N 4.0201 -3.9459 -1.7316
C 3.2402 -2.8562 -1.4365
C 2.7777 -2.2589 -2.5811
N 3.2877 -3.0173 -3.6104
C 1.9341 -1.1067 -2.5789
C 1.4617 -0.4604 -3.7283
C 0.6618 0.6461 -3.5984
C 0.3382 1.0809 -2.3085
N 0.7583 0.4845 -1.2118
C 1.5571 -0.5919 -1.3196
C 2.0402 -1.2253 -0.0824
N 1.6421 -0.7033 1.0914
C 2.0703 -1.2580 2.2078
C 2.9290 -2.3657 2.2415
C 3.3357 -2.9149 1.0541
C 2.8843 -2.3445 -0.1442
H 7.1948 -9.0880 -7.4903
H 6.7351 -7.4054 -7.8346
H 5.4948 -8.5901 -7.3431
H 4.8736 -6.4178 -6.9149
H 3.6753 -4.7111 -5.6640
H 5.9305 -5.6327 -2.1541
H 7.1474 -7.3971 -3.4222
H 3.1984 -2.8393 -4.5939
H 1.7351 -0.8280 -4.7106
H 0.2922 1.1796 -4.4636
H -0.2861 1.9579 -2.1676
H 1.7031 -0.8207 3.1305
H 3.2485 -2.7725 3.1910
H 3.9887 -3.7766 1.0081
F -4.1609 -0.9575 0.0606
C -3.5610 -1.0141 1.2855
F -3.9124 -2.1802 1.8220
F -2.2334 -1.0715 1.0297
```


| no. | E_HOMO (eV) | electronic energy (eV) |
| --- | --- | --- |
| 1 | -9.085 | -10340.7657 |
| 2 | -8.369 | -7827.4107 |
| 3 | -9.372 | -89044.9397 |
| 4 | -5.711 | -76883.9582 |